No. 1
Formula: C27H40O4
Source: OMol25
Level of theory: wB97M-V/def2-TZVPD

## Properties
M   428.6 Da
Structure (SMILES)   CCCCCC(=O)O[C@]1(C(C)=O)CC[C@@H]2[C@@H]3CCC4=CC(=O)CC[C@]4(C)[C@H]3CC[C@@]21C
Energy above the lowest of the compared OMol25 structures with the same formula, charge and spin   19.0 kJ/mol
E   -1353.8414 Eh
HOMO energy   -9.25 eV

Last column: Mulliken charge in e.
Positions of all 71 atoms, in Å:
C -8.417 -3.710 0.265  -1.2865
C -7.106 -3.317 -0.404  -0.3235
C -6.478 -2.090 0.254  -0.6023
C -5.168 -1.693 -0.419  -0.4879
C -4.544 -0.463 0.234  -0.7218
C -3.227 -0.087 -0.419  0.3975
O -2.674 -0.753 -1.253  -0.5934
O -2.814 1.077 0.083  -0.1952
C -1.614 1.787 -0.267  1.4558
C -1.913 3.268 0.027  0.1880
C -3.192 3.565 0.755  -1.3556
O -1.162 4.137 -0.337  -0.5772
C -1.144 1.676 -1.733  -1.3281
C 0.388 1.587 -1.694  -1.1361
C 0.793 1.860 -0.239  -0.9902
C 2.152 1.291 0.188  -0.0677
C 3.252 1.787 -0.747  -1.2044
C 4.612 1.306 -0.251  -1.4503
C 4.644 -0.186 -0.141  0.3752
C 5.648 -0.883 -0.687  -0.7535
C 5.853 -2.321 -0.529  0.1201
O 6.749 -2.920 -1.084  -0.6257
C 4.895 -2.988 0.431  -0.9167
C 3.516 -2.346 0.360  -1.2373
C 3.536 -0.835 0.657  2.1195
C 3.848 -0.601 2.146  -2.1305
C 2.157 -0.240 0.248  0.0592
C 1.022 -0.708 1.161  -1.7874
C -0.329 -0.200 0.663  -1.5649
C -0.387 1.331 0.592  1.5957
C -0.445 1.922 2.000  -2.0733
H -8.845 -4.585 -0.218  0.3823
H -8.254 -3.944 1.315  0.3247
H -9.136 -2.897 0.204  0.3251
H -7.286 -3.106 -1.460  0.3238
H -6.404 -4.152 -0.349  0.3224
H -7.182 -1.255 0.201  0.3288
H -6.296 -2.302 1.310  0.3242
H -5.344 -1.484 -1.475  0.3111
H -4.458 -2.520 -0.367  0.2859
H -5.216 0.395 0.174  0.2987
H -4.349 -0.651 1.293  0.2827
H -4.029 3.319 0.104  0.3076
H -3.229 4.621 1.009  0.4481
H -3.276 2.952 1.647  0.2480
H -1.474 2.555 -2.288  0.3777
H -1.578 0.798 -2.203  0.4128
H 0.710 0.596 -2.007  0.2028
H 0.836 2.317 -2.366  0.6620
H 0.836 2.946 -0.105  0.9808
H 2.359 1.680 1.191  0.6362
H 3.085 1.402 -1.754  0.5278
H 3.238 2.877 -0.794  0.3395
H 5.404 1.648 -0.918  0.5314
H 4.802 1.734 0.738  0.4202
H 6.410 -0.375 -1.264  0.4234
H 4.841 -4.054 0.203  0.4362
H 5.315 -2.888 1.436  0.3420
H 2.853 -2.854 1.062  0.4531
H 3.119 -2.502 -0.646  0.5419
H 4.898 -0.805 2.345  0.5475
H 3.651 0.429 2.431  0.4553
H 3.249 -1.256 2.772  0.3636
H 1.952 -0.614 -0.761  0.6835
H 1.196 -0.357 2.178  0.2731
H 0.981 -1.797 1.187  0.4498
H -0.515 -0.622 -0.323  0.5815
H -1.114 -0.563 1.332  0.5920
H -1.357 1.608 2.503  0.3472
H -0.418 3.009 1.971  0.4543
H 0.401 1.584 2.592  0.5500

=====

No. 2
Formula: C2H7N2OP
Source: OMol25
Level of theory: wB97M-V/def2-TZVPD

## Properties
M   106.1 Da
Energy above the lowest of the compared OMol25 structures with the same formula, charge and spin   402.5 kJ/mol
E   -606.4007 Eh
HOMO energy (alpha / beta)   -9.90 / -6.72 eV

Last column: Mulliken charge in e.
Positions of all 13 atoms, in Å:
C 0.082 -1.077 -0.113  -0.4263
C -0.450 -1.111 1.292  -0.2602
N -0.892 -0.260 -0.881  -0.4081
N 1.360 1.993 -0.857  -0.5213
O -1.020 0.114 1.530  -0.3200
P -1.464 0.950 0.135  0.0903
H 1.098 -0.600 -0.072  0.2720
H 0.247 -2.071 -0.562  0.3453
H -1.108 -1.964 1.363  0.2625
H 0.480 -1.103 1.949  0.2486
H -0.596 0.137 -1.733  0.3214
H 1.222 2.204 -1.829  0.1851
H 1.042 2.789 -0.222  0.2105

=====

No. 3
Formula: C2H9N3
Source: OMol25
Level of theory: wB97M-V/def2-TZVPD

## Properties
M   75.1 Da
Structure (SMILES)   N=C(N)N.C
Energy above the lowest of the compared OMol25 structures with the same formula, charge and spin   34.4 kJ/mol
E   -245.8586 Eh
HOMO energy   -9.19 eV

Last column: Mulliken charge in e.
Positions of all 14 atoms, in Å:
N 1.850 1.221 1.873  -0.6501
C 1.284 1.153 0.702  0.4987
N -0.005 0.633 0.418  -0.5311
N 1.874 1.703 -0.452  -0.4975
H 1.164 0.664 2.563  0.2020
H -0.262 -0.108 1.189  0.2623
H 0.002 0.185 -0.494  0.2549
H 1.230 2.133 -1.136  0.2262
H 2.700 2.251 -0.302  0.2412
C -1.984 -1.965 -0.871  -0.9699
H -2.449 -2.944 -0.961  0.2787
H -0.929 -2.097 -0.504  0.1735
H -2.528 -1.331 -0.179  0.2519
H -1.949 -1.497 -1.845  0.2592

=====

No. 4
Formula: C37H32ClOP2Ti
Source: OMol25
Level of theory: wB97M-V/def2-TZVPD

## Properties
M   637.9 Da
Spin multiplicity   2
E   -3496.1050 Eh
Total charge   +2
HOMO energy (alpha / beta)   -13.77 / -13.71 eV

Last column: Mulliken spin population.
Positions of all 74 atoms, in Å:
Ti 0.719 -0.751 0.451  0.9019
Cl 1.261 -2.956 0.533  -0.0216
C -0.810 0.870 0.760  -0.0948
O -1.553 1.691 0.273  0.0009
P 0.351 -0.078 -1.984  0.0211
C -1.229 -0.298 -2.921  0.0049
C 0.802 1.590 -2.616  0.0058
C 1.560 -1.154 -2.871  -0.0469
C 2.030 1.866 -3.231  -0.0024
C 2.256 3.103 -3.846  0.0005
C 1.278 4.101 -3.788  -0.0017
C 0.087 3.873 -3.085  0.0016
C -0.137 2.628 -2.499  -0.0033
H 2.809 1.108 -3.257  0.0005
H 3.196 3.281 -4.375  0.0000
H 1.442 5.059 -4.283  -0.0001
H -0.665 4.661 -3.003  -0.0001
H -1.057 2.453 -1.947  -0.0013
C -2.323 -0.950 -2.328  0.0086
C -3.516 -1.123 -3.032  0.0004
C -3.637 -0.640 -4.335  0.0000
C -2.556 0.013 -4.948  0.0005
C -1.369 0.197 -4.234  -0.0028
H -2.260 -1.307 -1.304  -0.0237
H -4.353 -1.637 -2.553  0.0001
H -4.572 -0.772 -4.883  0.0000
H -2.632 0.381 -5.978  -0.0001
H -0.551 0.748 -4.702  0.0001
C 1.205 -1.883 -4.017  -0.0020
C 2.131 -2.736 -4.627  0.0013
C 3.400 -2.918 -4.062  -0.0010
C 3.761 -2.202 -2.914  0.0069
C 2.858 -1.298 -2.345  0.0604
H 0.208 -1.772 -4.441  -0.0001
H 1.850 -3.256 -5.550  0.0000
H 4.105 -3.615 -4.520  0.0001
H 4.751 -2.340 -2.471  0.0002
H 3.174 -0.704 -1.480  -0.0156
H -0.768 -1.541 0.739  0.0142
H -0.809 -1.324 -0.112  0.0336
C -0.608 3.626 5.648  -0.0029
C 0.298 3.695 4.582  0.0019
C 0.233 2.750 3.561  -0.0065
C -0.728 1.720 3.624  0.0317
C -1.642 1.657 4.699  -0.0049
C -1.582 2.620 5.706  0.0038
P -0.578 0.341 2.492  0.1492
C 1.127 -0.230 2.526  -0.1385
C 2.102 0.336 1.616  0.0688
C 3.352 -0.347 1.478  -0.0115
C 3.704 -1.323 2.403  -0.0163
C 2.858 -1.630 3.482  0.0187
C 1.583 -1.110 3.555  0.0437
C -1.795 -0.965 2.773  -0.0704
C -1.435 -2.243 3.239  0.0161
C -2.416 -3.196 3.480  -0.0036
C -3.753 -2.914 3.163  0.0058
C -4.108 -1.688 2.587  0.0017
C -3.125 -0.722 2.360  0.0296
H -0.548 4.361 6.452  -0.0001
H 1.065 4.473 4.558  0.0001
H 0.964 2.776 2.753  0.0013
H -2.357 0.828 4.769  0.0012
H -2.285 2.577 6.545  0.0003
H 1.937 1.298 1.113  0.0412
H 4.081 -0.006 0.747  -0.0064
H 4.673 -1.832 2.348  0.0005
H 3.195 -2.346 4.248  0.0000
H 0.935 -1.311 4.404  0.0060
H -0.388 -2.486 3.398  -0.0073
H -2.138 -4.158 3.919  -0.0002
H -4.520 -3.665 3.356  0.0003
H -5.151 -1.475 2.325  0.0001
H -3.387 0.222 1.870  0.0006

=====

No. 5
Formula: CH3BrO2S
Source: OMol25
Level of theory: wB97M-V/def2-TZVPD

## Properties
M   159.0 Da
Energy above the lowest of the compared OMol25 structures with the same formula, charge and spin   298.7 kJ/mol
E   -3162.4472 Eh
HOMO energy (alpha / beta)   -9.66 / -9.66 eV

Last column: Mulliken charge in e.
Positions of all 8 atoms, in Å:
C 0.934 0.527 0.214  -0.7365
O -0.561 -1.231 1.191  -0.4155
O -0.091 -1.750 -1.190  -0.4360
S -0.372 -0.784 -0.172  0.8904
Br -3.053 1.319 -0.775  -0.3300
H 0.441 0.942 0.967  0.3142
H 1.694 -0.098 0.452  0.3893
H 1.009 1.076 -0.689  0.3241

=====

No. 6
Formula: C5H8O
Source: OMol25
Level of theory: wB97M-V/def2-TZVPD

## Properties
M   84.1 Da
Structure (SMILES)   O=CC1CCC1
Energy above the lowest of the compared OMol25 structures with the same formula, charge and spin   234.4 kJ/mol
E   -270.4686 Eh
HOMO energy   -9.59 eV

Last column: Mulliken charge in e.
Positions of all 14 atoms, in Å:
O 2.831 -0.170 -0.531  -0.4455
C 1.783 0.361 -0.292  0.0451
C 0.558 -0.186 0.665  0.2039
C -0.321 -1.202 -0.132  -0.7207
C -1.386 -0.090 -0.338  -0.4349
C -0.511 0.883 0.491  -0.6108
H 1.259 1.443 -0.719  0.1259
H 0.978 -0.461 1.642  0.4473
H 0.178 -1.566 -1.037  0.2689
H -0.703 -2.076 0.411  0.2418
H -1.501 0.250 -1.373  0.2494
H -2.377 -0.342 0.053  0.2590
H 0.007 1.654 -0.229  0.0127
H -0.903 1.488 1.311  0.3580

=====

No. 7
Formula: C14H14ClF7NO6
Source: OMol25
Level of theory: wB97M-V/def2-TZVPD

## Properties
M   460.7 Da
E   -2207.3878 Eh
Total charge   -1
HOMO energy   -5.02 eV

Last column: Mulliken charge in e.
Positions of all 43 atoms, in Å:
O -0.047 -4.617 1.762  -0.7446
C 0.370 -3.480 2.058  0.4726
O 1.307 -3.107 2.744  -0.6557
C -0.524 -2.366 1.459  -0.3376
C -1.814 -2.706 1.209  -0.1028
N -2.731 -1.851 0.701  0.0290
C -4.083 -2.374 0.531  -0.9658
O -4.710 -2.668 1.760  -0.3307
C -4.969 -1.638 2.611  0.9324
F -3.905 -1.333 3.357  -0.2250
F -5.954 -2.020 3.417  -0.2622
F -5.356 -0.527 1.960  -0.2456
C -2.357 -0.581 0.378  0.4701
Cl -3.502 0.462 -0.352  -0.2142
C -1.091 -0.150 0.594  0.2126
C -0.611 1.214 0.246  -0.4711
C -1.142 2.316 1.178  -0.4537
F -1.707 1.761 2.338  -0.3246
C -0.143 -1.045 1.163  1.0472
O 1.063 -0.543 1.407  -0.5951
H -2.123 -3.720 1.421  0.6115
H -3.994 -3.333 0.032  0.4020
H -4.670 -1.720 -0.102  0.4551
H -0.864 1.458 -0.784  0.5674
H 0.471 1.184 0.327  -0.1668
H -1.942 2.881 0.702  0.2921
H -0.333 2.961 1.507  0.3321
H 1.716 -0.702 0.693  0.2835
C 4.043 1.840 -4.022  -1.0346
C 4.149 0.656 -3.064  -0.2104
O 4.441 0.978 -1.727  -0.4210
C 3.326 1.365 -0.863  0.0997
O 2.279 0.592 -0.915  -0.8726
C 2.917 2.848 -1.099  0.7487
F 3.964 3.679 -1.342  -0.3160
F 2.323 3.332 0.024  -0.2943
F 2.033 3.054 -2.095  -0.2842
H 4.817 2.577 -3.806  0.2264
H 4.160 1.493 -5.052  0.4196
H 3.077 2.335 -3.955  0.1986
H 4.997 0.044 -3.390  0.3301
H 3.260 0.019 -3.123  0.2162
H 3.862 1.430 0.113  0.1814

=====

No. 8
Formula: C4H7NS
Source: OMol25
Level of theory: wB97M-V/def2-TZVPD

## Properties
M   101.2 Da
Structure (SMILES)   C=CSC.C#N
Energy above the lowest of the compared OMol25 structures with the same formula, charge and spin   227.7 kJ/mol
E   -609.4718 Eh
HOMO energy   -8.52 eV

Last column: Mulliken charge in e.
Positions of all 13 atoms, in Å:
C -1.414 0.691 1.066  -0.6160
C -0.914 0.564 -0.197  -0.2313
S 0.443 -0.599 -0.526  -0.1559
C 1.829 0.169 0.327  -0.8748
H -1.103 0.000 1.818  0.2615
H -2.221 1.369 1.258  0.2667
H -1.220 1.142 -1.027  0.3947
H 1.941 1.187 -0.056  0.2233
H 2.746 -0.303 0.188  0.4036
H 1.773 -0.017 1.377  0.3090
C 1.601 3.467 1.800  0.1222
N 1.003 3.705 0.855  -0.3557
H 2.202 3.226 2.724  0.2527